40
Properties=species:S:1:pos:R:3:forces:R:3 method="wB97M-V/def2-TZVPD" gap_ev=8.3 lumo_energy_ev=0.06 fmax_ha_per_bohr=0.026 charge=0 e_tot_ev=-32578.4477 homo_ev=-8.28 relative_energy_kcal_mol=0.0 smiles="COc1cccc(C(=O)OCn2nnc3ccccc3c2=O)c1OC"
C -5.035 1.278 2.095 -0.187 -0.022 0.039
H -5.614 2.043 1.579 -0.017 -0.079 0.062
O -3.699 1.514 1.729 0.468 -0.091 -0.039
C -2.716 0.706 2.246 -0.101 0.058 -0.053
C -2.989 -0.356 3.095 -0.029 0.123 -0.071
C -1.978 -1.169 3.585 0.045 -0.006 -0.011
C -0.676 -0.927 3.219 0.016 0.111 -0.092
C -0.373 0.130 2.361 -0.447 0.024 0.003
C -1.381 0.978 1.871 0.105 -0.135 0.171
O -0.969 1.993 1.080 -0.211 -0.294 0.072
C -1.786 3.110 0.803 -0.217 0.456 -0.167
H -2.604 2.860 0.125 0.108 0.053 0.082
H -2.192 3.550 1.716 0.025 -0.021 -0.059
H -1.121 3.827 0.320 -0.049 -0.027 0.048
C 1.058 0.291 2.022 0.473 0.022 0.129
O 1.959 -0.072 2.733 -0.155 -0.002 0.001
O 1.259 0.877 0.823 -0.105 0.045 -0.262
C 2.580 0.914 0.343 0.652 -0.116 0.450
N 2.617 0.336 -0.980 -0.300 -0.870 0.188
N 2.869 1.190 -1.975 0.127 1.117 0.399
N 2.904 0.829 -3.158 0.195 0.536 -0.900
C 2.667 -0.480 -3.508 -0.277 -1.186 0.526
C 2.715 -0.850 -4.856 -0.001 0.075 0.151
C 2.479 -2.159 -5.208 0.022 0.106 -0.021
C 2.193 -3.120 -4.237 -0.023 -0.049 0.143
C 2.140 -2.771 -2.905 0.006 0.026 0.043
C 2.378 -1.449 -2.530 0.076 0.257 -0.416
C 2.337 -1.030 -1.130 0.116 0.152 -0.167
O 2.107 -1.732 -0.173 -0.023 -0.077 0.108
H 1.922 -3.494 -2.134 -0.022 -0.072 0.050
H 2.012 -4.142 -4.534 -0.017 -0.078 -0.012
H 2.516 -2.451 -6.247 0.007 0.000 -0.080
H 2.937 -0.093 -5.590 0.027 0.090 -0.080
H 3.224 0.338 1.025 -0.174 0.218 -0.303
H 2.916 1.951 0.251 -0.091 -0.253 -0.020
H 0.136 -1.540 3.574 0.073 -0.045 0.039
H -2.223 -1.986 4.244 -0.011 -0.083 0.054
H -4.007 -0.566 3.381 -0.110 0.035 -0.005
H -5.184 1.382 3.175 0.008 -0.025 -0.035
H -5.376 0.290 1.772 0.015 0.027 0.034

---

110
Properties=species:S:1:pos:R:3:forces:R:3 method="wB97M-V/def2-TZVPD" gap_ev="6.9 / 7.8" lumo_energy_ev="-0.54 / 0.38" fmax_ha_per_bohr=0.067 charge=0 e_tot_ev=-123197.3496 spin_multiplicity=8 homo_ev="-7.42 / -7.44" relative_energy_kcal_mol=20.3
Gd 0.574 -0.640 -1.184 -0.241 -0.186 0.306
O 0.350 -5.632 1.877 -0.151 -0.478 1.049
C -0.033 -4.707 2.814 0.879 0.222 -3.324
C -0.504 -5.142 4.004 0.127 -2.094 0.894
C -0.921 -4.277 4.953 -0.292 1.903 0.384
C -0.873 -2.897 4.739 0.146 -0.364 -0.884
C -0.464 -2.455 3.489 0.390 1.691 -0.286
C -0.030 -3.343 2.503 -0.076 0.803 -0.718
C 0.402 -2.779 1.139 -0.899 -0.153 2.332
O 0.252 -1.509 0.978 0.279 -0.602 -0.761
N 0.922 -3.645 0.319 0.661 0.454 -0.382
N 1.461 -2.989 -0.786 -1.275 1.315 0.133
C 2.324 -3.637 -1.422 1.645 -0.748 -1.262
C 3.020 -3.211 -2.661 -1.192 1.534 -0.043
C 4.005 -4.025 -3.214 -0.134 -0.052 0.382
C 4.629 -3.746 -4.433 -0.422 -0.184 1.548
C 4.298 -2.550 -5.025 -0.048 0.434 -1.331
C 3.311 -1.702 -4.544 0.952 -0.212 -0.311
C 2.646 -1.975 -3.364 0.258 -1.139 0.368
O 1.741 -1.101 -3.014 -0.576 0.034 1.328
H 0.762 -5.217 1.088 -0.266 0.589 0.285
H -0.474 -6.210 4.223 -0.155 0.193 -0.236
H -1.333 -4.634 5.854 -0.235 -0.490 1.066
H -1.150 -2.174 5.477 -0.258 0.121 0.413
H -0.434 -1.339 3.253 -0.117 -1.727 0.329
H 2.576 -4.602 -0.988 0.250 -0.322 -0.273
H 4.291 -4.867 -2.587 0.017 -0.201 -0.425
H 5.357 -4.439 -4.805 0.283 0.046 -0.300
H 4.790 -2.281 -5.959 -0.040 0.007 0.112
H 3.062 -0.766 -5.036 0.065 -0.182 -0.102
C -4.229 2.984 -2.065 -0.333 0.697 -0.117
C -4.205 2.351 -0.687 1.438 0.450 -0.022
N -4.287 0.885 -0.814 -0.146 0.908 0.524
C -5.567 0.188 -0.615 0.181 1.380 1.227
C -6.393 -0.031 -1.825 0.567 -0.543 -1.622
C -3.179 0.182 -1.111 0.180 0.321 0.258
S -1.694 1.075 -1.189 0.537 -0.177 -0.089
N -3.419 -1.099 -1.256 0.295 -2.091 -0.155
C -2.507 -2.068 -1.511 -0.700 1.073 -0.419
O -1.315 -1.860 -1.799 0.845 -0.340 0.103
C -3.013 -3.476 -1.492 -0.107 -0.831 0.481
C -2.108 -4.563 -1.433 0.027 1.159 1.102
C -2.566 -5.834 -1.179 -0.576 -0.524 -0.560
C -3.934 -6.092 -1.131 0.920 -0.979 0.584
C -4.799 -5.064 -1.201 -2.363 0.986 -0.517
C -4.379 -3.755 -1.384 1.365 -0.481 -0.723
H -3.935 4.048 -2.045 -0.111 -0.420 0.020
H -5.235 2.912 -2.483 -0.061 0.125 0.017
H -3.589 2.449 -2.740 0.540 -0.138 -0.312
H -5.005 2.788 -0.142 -1.139 -0.354 0.660
H -3.291 2.711 -0.107 -0.967 -0.994 -0.839
H -6.117 0.770 0.116 -0.094 0.372 0.197
H -5.389 -0.762 -0.139 0.299 -0.304 0.040
H -6.616 0.825 -2.488 0.137 -0.128 0.674
H -7.311 -0.507 -1.513 -0.380 -0.191 -0.153
H -5.783 -0.733 -2.418 -0.613 0.063 -0.180
H -1.057 -4.324 -1.336 0.107 -0.138 -0.391
H -1.924 -6.682 -1.066 0.662 -0.116 0.043
H -4.353 -7.086 -0.979 0.437 0.063 -0.043
H -5.876 -5.312 -1.189 0.577 0.427 0.033
H -5.026 -2.979 -1.674 -1.064 0.879 0.386
C 1.064 6.193 0.646 -2.144 0.808 0.811
P 0.207 4.549 0.629 0.565 -0.165 -0.660
C -1.383 5.089 1.350 1.168 -0.577 1.545
C -0.145 4.506 -1.205 0.941 0.380 -0.909
C 1.140 4.061 -2.011 -0.161 -0.560 0.110
P 1.352 2.213 -2.412 0.964 0.156 0.106
C 3.233 2.083 -2.699 -0.946 1.279 1.814
C 0.656 2.231 -4.087 0.893 0.341 -0.448
H 2.112 6.141 0.559 1.226 -0.026 -0.331
H 0.821 6.610 1.642 0.434 -0.231 -0.145
H 0.601 6.952 -0.026 0.478 -0.666 0.009
H -1.775 5.882 0.776 -0.915 0.851 -0.600
H -1.159 5.448 2.390 -0.210 -0.232 -0.885
H -2.021 4.223 1.463 -0.441 -0.005 -0.222
H -0.307 5.544 -1.531 -0.240 -0.158 0.216
H -1.024 3.946 -1.514 -0.055 -0.322 0.264
H 2.020 4.331 -1.436 0.261 0.056 0.231
H 1.257 4.613 -2.964 -0.309 -0.236 0.361
H 3.610 3.009 -3.164 0.001 -0.452 0.030
H 3.479 1.201 -3.244 0.049 -0.604 -0.574
H 3.678 1.972 -1.668 -0.290 0.192 -1.011
H 1.158 3.033 -4.679 -0.510 -0.666 0.155
H -0.373 2.452 -3.925 -0.973 0.459 -0.118
H 0.671 1.264 -4.592 0.350 0.034 0.084
N 1.929 0.667 0.430 -0.060 0.753 -0.398
S 2.364 0.251 1.901 -0.867 -0.190 0.178
C 3.840 1.160 2.242 -0.982 0.886 -0.368
C 4.978 0.422 2.302 1.303 0.043 0.395
C 6.182 1.093 2.492 0.454 0.537 -0.584
C 6.201 2.494 2.489 0.202 -1.447 0.273
C 5.041 3.220 2.382 -0.242 0.269 0.263
C 3.845 2.556 2.242 -0.177 -0.595 0.187
C 1.185 0.971 3.095 0.247 -0.572 -0.228
C 1.504 0.905 4.454 -0.062 0.095 -0.959
C 0.601 1.376 5.360 0.244 0.293 1.724
C -0.650 1.803 4.960 0.109 -0.629 0.492
C -1.000 1.689 3.636 -1.279 0.431 -0.297
C -0.093 1.325 2.658 1.226 0.049 0.675
H 1.962 1.697 0.335 -0.094 -0.574 0.001
H 4.941 -0.639 2.176 0.021 -0.502 0.160
H 7.125 0.551 2.538 -0.273 0.050 0.060
H 7.128 3.007 2.587 0.622 0.261 0.127
H 5.113 4.288 2.504 -0.284 0.234 -0.322
H 2.900 3.048 2.128 -0.362 0.490 0.083
H 2.401 0.475 4.844 0.714 -0.107 -0.219
H 0.907 1.382 6.429 -0.478 0.001 -0.835
H -1.364 2.057 5.726 -0.237 0.259 -0.086
H -2.048 1.866 3.387 0.328 0.136 -0.231
H -0.321 1.340 1.613 -0.245 -0.191 -0.424

---

16
Properties=species:S:1:pos:R:3:forces:R:3 method="wB97M-V/def2-TZVPD" gap_ev="7.7 / 7.7" lumo_energy_ev="0.35 / 0.34" fmax_ha_per_bohr=0.040 charge=0 e_tot_ev=-7284.1617 homo_ev="-7.33 / -7.33" relative_energy_kcal_mol=148.9
C -2.177 1.199 0.984 -0.644 1.088 -0.823
C -2.052 0.209 0.025 0.136 -0.700 0.251
N -2.273 -1.080 0.126 0.575 1.473 -1.240
H -2.129 -1.575 -0.748 -0.463 -0.047 -0.089
H -1.235 0.733 -1.049 -1.176 -0.574 0.844
H -2.324 1.058 -1.010 1.417 -0.756 1.279
H -3.016 1.234 1.666 0.313 -0.676 0.350
H -1.497 2.037 1.025 -0.150 0.177 -0.527
C 2.674 -1.062 -0.082 0.153 -0.001 0.096
C 1.368 -0.338 -0.177 -0.203 -0.076 -0.227
N 1.149 0.908 -0.179 0.123 0.217 -0.216
H 2.013 1.452 -0.130 0.029 -0.111 0.133
H 0.479 -0.964 -0.287 0.071 -0.126 0.193
H 2.666 -1.725 0.786 -0.026 0.018 -0.001
H 2.827 -1.699 -0.956 -0.078 0.031 -0.023
H 3.526 -0.386 0.006 -0.077 0.063 -0.001